This record from OMol25 describes a structure of composition C33H36BIrN12S3. The level of theory is ωB97M-V/def2-TZVPD.

Properties
* total charge: +2
* 2S+1: 5
* E_tot: -3259.567265 Eh
* HOMO (spin up / spin down): -11.962 / -12.298 eV
* gap between HOMO and LUMO (spin up / spin down): 0.259 / 0.194 Ha

```
86
Properties=species:S:1:pos:R:3:forces:R:3
Ir 0.170 -0.440 0.477 0.3 0.1 0.5
C -4.330 2.412 -0.056 0.0 0.0 0.0
N -4.252 1.055 -0.590 0.0 -0.1 -0.1
C -5.280 0.401 -1.236 0.0 0.0 0.0
C -4.813 -0.805 -1.607 -0.1 0.0 0.0
N -3.491 -0.876 -1.191 0.0 0.0 0.1
C -3.157 0.274 -0.567 0.0 0.1 0.0
S -1.682 0.918 0.070 -0.2 0.1 -0.2
C -2.717 -2.073 -1.325 0.0 0.0 0.0
C -2.730 -2.743 -2.536 0.0 -0.1 0.1
C -2.085 -3.970 -2.584 0.0 0.0 0.0
C -1.462 -4.446 -1.441 0.0 0.0 0.0
C -1.482 -3.663 -0.297 0.0 0.0 0.0
N -2.110 -2.488 -0.230 0.0 0.0 0.0
H -5.346 2.768 -0.197 0.0 0.0 0.0
H -3.636 3.060 -0.587 0.0 0.0 0.0
H -4.084 2.407 1.003 0.0 0.0 0.0
H -6.250 0.850 -1.356 0.0 0.0 0.0
H -5.297 -1.635 -2.089 0.0 0.0 0.0
H -3.225 -2.327 -3.403 0.0 0.0 0.0
H -2.072 -4.542 -3.503 0.0 0.0 0.0
H -0.966 -5.407 -1.434 0.0 0.0 0.0
H -0.987 -3.987 0.611 0.0 0.0 0.0
C 2.649 3.834 1.429 0.0 0.0 0.0
N 2.944 2.720 2.317 0.0 0.0 0.0
C 4.143 2.527 2.956 0.0 0.0 0.0
C 3.994 1.430 3.737 0.0 0.0 0.0
N 2.714 0.954 3.581 0.0 0.1 0.0
B 2.307 -0.389 4.319 0.0 0.0 -0.1
N 0.768 -0.480 4.465 0.0 0.0 0.1
C 0.050 0.100 5.483 0.0 0.0 0.0
C -1.264 -0.154 5.272 0.0 0.0 0.0
N -1.341 -0.900 4.118 0.1 0.0 0.0
C -2.559 -1.434 3.526 0.0 0.0 0.0
C -0.096 -1.080 3.651 0.0 0.0 -0.1
S 0.249 -1.975 2.200 0.0 -0.2 0.1
C 2.076 1.755 2.713 0.0 0.0 0.0
S 0.446 1.677 2.168 -0.1 -0.1 -0.1
H 3.523 4.031 0.813 0.0 0.0 0.0
H 2.400 4.722 2.008 0.0 0.0 0.0
H 1.805 3.565 0.801 0.0 0.0 0.0
H 4.974 3.198 2.825 0.0 0.0 0.0
H 4.683 0.959 4.416 0.0 0.0 0.0
H 2.792 -0.337 5.412 0.0 0.0 0.0
H 2.709 -1.326 3.677 0.0 0.0 -0.1
H 0.540 0.641 6.272 0.0 0.0 0.0
H -2.140 0.109 5.837 0.0 0.0 0.0
H -3.408 -0.966 4.016 0.0 0.0 0.0
H -2.607 -2.512 3.671 0.0 0.0 0.0
H -2.576 -1.213 2.460 0.0 0.0 0.0
C 5.871 -0.181 0.608 0.0 0.0 0.0
N 4.514 0.133 0.173 0.0 0.0 0.0
C 4.159 0.922 -0.892 0.0 0.0 0.0
C 2.798 0.946 -0.916 0.0 0.1 0.0
N 2.326 0.190 0.131 0.0 0.0 -0.1
C 3.384 -0.290 0.760 0.0 0.0 0.0
H 6.571 0.334 -0.044 0.0 0.0 0.0
H 6.048 -1.252 0.546 0.0 0.0 0.0
H 6.018 0.161 1.630 0.0 0.0 0.0
H 4.893 1.386 -1.527 0.0 0.0 0.0
H 2.139 1.462 -1.594 0.0 0.0 0.0
H 3.360 -0.918 1.639 0.0 0.0 0.0
N 2.825 -5.204 -4.531 0.0 0.0 0.0
C 2.891 -5.673 -5.827 0.0 0.0 0.0
C 3.565 -6.748 -6.403 0.0 0.0 0.0
C 3.395 -6.916 -7.759 0.0 0.0 0.0
C 2.585 -6.051 -8.523 0.0 0.0 0.0
C 1.922 -4.992 -7.948 0.0 0.0 0.0
C 2.082 -4.803 -6.571 0.0 0.0 0.0
N 1.546 -3.836 -5.747 0.0 0.0 0.0
C 2.010 -4.102 -4.555 0.0 0.0 0.0
C 1.669 -3.298 -3.387 0.0 0.0 0.0
C 2.117 -3.574 -2.096 0.0 0.0 0.0
C 1.713 -2.766 -1.053 0.0 0.0 0.0
N 0.902 -1.718 -1.225 -0.1 0.0 -0.3
C 0.484 -1.435 -2.469 0.0 -0.1 0.0
C 0.838 -2.188 -3.563 0.0 0.0 0.0
H 3.308 -5.591 -3.741 0.0 0.0 0.0
H 4.188 -7.417 -5.825 0.0 0.0 0.0
H 3.897 -7.734 -8.257 0.0 0.0 0.0
H 2.489 -6.231 -9.584 0.0 0.0 0.0
H 1.301 -4.323 -8.527 0.0 0.0 0.0
H 2.766 -4.411 -1.880 0.0 0.0 0.0
H 2.042 -2.959 -0.038 0.0 0.0 0.0
H -0.161 -0.570 -2.571 0.0 0.0 0.0
H 0.486 -1.939 -4.553 0.0 0.0 0.0
```
Positions in Å, forces in eV/Å.